1.
Density functional theory data (wB97M-V/def2-TZVPD) for C37H47N5O5SSeW as an isolated structure at a distorted geometry.

Output
Kohn-Sham gap in eV: 6.590
Molar mass in g mol⁻¹: 936.68
Relative energy (zero: lowest compared OMol25 entry of this formula, charge and spin) in kcal/mol: 86.2
Electronic energy in hartree: -4954.705567

Last column: Löwdin charge in e.
Cartesian coordinates (Å):
1 W 0.0754 -0.0583 0.7858  1.79
2 N 2.0604 0.2325 1.7542  -0.07
3 C 1.9951 0.8858 3.0725  -0.11
4 C 0.6097 0.7381 3.6393  -0.51
5 O 0.4007 0.6678 4.8318  0.08
6 N -0.3418 0.8153 2.6507  -0.09
7 C -1.7136 0.8044 3.1286  -0.09
8 C -2.4744 -0.2657 2.3906  -0.56
9 O -3.5617 -0.6784 2.7028  0.10
10 O -1.8297 -0.6634 1.3109  -0.21
11 H 2.3867 -0.7174 1.8867  0.01
12 H 2.7282 0.6922 1.1536  0.03
13 H 2.1151 1.9529 2.9299  0.09
14 H 2.7637 0.5234 3.7495  0.14
15 H -2.2053 1.7600 2.9184  0.13
16 H -1.7576 0.6366 4.1994  0.13
17 C 4.3800 2.7334 2.0140  -0.07
18 C 3.4719 3.1765 0.8532  -0.35
19 C 3.7022 2.3625 -0.4209  -0.09
20 C 2.0054 3.5331 1.1952  -0.15
21 C 1.8922 4.6344 2.0407  -0.06
22 C 0.8019 5.4860 2.0242  -0.07
23 C -0.0919 5.3547 0.9769  -0.04
24 C -0.0559 4.2502 0.1348  -0.15
25 C -0.7376 4.3842 -1.2383  -0.35
26 C -2.2401 4.1325 -1.3310  -0.05
27 C 0.0746 3.7299 -2.3580  -0.04
28 C 0.8322 3.1778 0.4616  -0.14
29 N 0.3804 1.8674 0.1186  -0.09
30 C -0.9852 1.7851 0.0163  -0.26
31 C -1.6226 0.7690 -0.7161  -0.17
32 N -0.9296 -0.3144 -1.0416  -0.08
33 C -1.6309 -1.2565 -1.9076  -0.12
34 C -1.8807 -0.7786 -3.2125  -0.14
35 C -2.5936 -1.5771 -4.0966  -0.04
36 C -3.0463 -2.8275 -3.7261  -0.06
37 C -2.7680 -3.2846 -2.4570  -0.03
38 C -2.0500 -2.5376 -1.5232  -0.11
39 C -1.8093 -3.2207 -0.1910  -0.38
40 C -3.1192 -3.4870 0.5499  -0.04
41 C -1.0021 -4.5072 -0.3759  -0.05
42 C -1.3524 0.5319 -3.7683  -0.38
43 C -2.4705 1.4297 -4.2974  -0.06
44 C -0.2949 0.2642 -4.8426  -0.04
45 H 4.4925 1.6477 2.0595  0.07
46 H 4.0186 3.0752 2.9837  0.07
47 H 5.3801 3.1448 1.8764  0.09
48 H 3.8283 4.1756 0.5941  0.13
49 H 4.3963 2.8830 -1.0833  0.09
50 H 2.7930 2.2038 -0.9940  0.02
51 H 4.1616 1.3911 -0.2291  0.05
52 H 2.7501 4.8892 2.6553  0.12
53 H 0.7426 6.3202 2.7106  0.11
54 H -0.8017 6.1466 0.7605  0.12
55 H -0.6235 5.4584 -1.4178  0.13
56 H -2.5313 3.1034 -1.1259  0.05
57 H -2.5881 4.3594 -2.3397  0.08
58 H -2.7823 4.7785 -0.6372  0.09
59 H 0.1507 2.6475 -2.2836  0.06
60 H 1.0968 4.1139 -2.3456  0.09
61 H -0.3644 3.9772 -3.3260  0.08
62 H -1.5918 2.5292 0.5182  0.13
63 H -2.7087 0.7741 -0.7928  0.16
64 H -2.7759 -1.2138 -5.1007  0.11
65 H -3.5968 -3.4450 -4.4246  0.11
66 H -3.1090 -4.2702 -2.1655  0.11
67 H -1.2438 -2.5709 0.4476  0.07
68 H -3.8014 -4.1076 -0.0360  0.08
69 H -3.6214 -2.5538 0.8041  0.07
70 H -2.9112 -4.0156 1.4833  0.09
71 H -1.5715 -5.2657 -0.9195  0.08
72 H -0.7495 -4.9258 0.6031  0.08
73 H -0.0819 -4.3219 -0.9309  0.06
74 H -0.8515 1.0807 -2.9779  0.08
75 H -3.0054 0.9606 -5.1256  0.07
76 H -2.0546 2.3695 -4.6655  0.07
77 H -3.2051 1.6593 -3.5215  0.08
78 H -0.7281 -0.2581 -5.6986  0.08
79 H 0.5108 -0.3561 -4.4475  0.07
80 H 0.1296 1.2050 -5.2024  0.08
81 O 0.8272 -2.1935 0.7802  -0.70
82 O 0.3715 -1.6201 2.0179  -0.36
83 S 2.0655 -0.3805 -1.1220  0.62
84 C 1.5213 -1.7199 -1.9826  -0.84
85 N 1.1707 -2.6398 -2.5909  0.11
86 Se 2.5028 -2.9652 0.8955  1.19
87 C 1.9346 -4.4445 1.9390  -0.51
88 C 1.4217 -4.2998 3.2234  -0.09
89 C 1.0188 -5.4284 3.9168  -0.07
90 C 1.1634 -6.6899 3.3512  -0.07
91 C 1.6945 -6.8292 2.0776  -0.08
92 C 2.0625 -5.7016 1.3566  -0.13
93 H 1.3206 -3.3164 3.6639  0.10
94 H 0.5975 -5.3226 4.9083  0.11
95 H 0.8520 -7.5664 3.9050  0.11
96 H 1.7952 -7.8093 1.6304  0.11
97 H 2.4175 -5.7992 0.3387  0.10

2.
Density functional theory data (wB97M-V/def2-TZVPD) for C37H48BN8OS5Ti as an isolated structure at a distorted geometry.

Output
Spin multiplicity: 2
Kohn-Sham gap (alpha / beta) in eV: 7.582 / 7.464
Molar mass in g mol⁻¹: 839.86
Electronic energy in hartree: -4817.396862

Last column: Mulliken spin population.
Cartesian coordinates (Å):
1 Ti 10.8562 13.8699 11.5763  1.07
2 C 8.4944 13.0579 8.9633  0.03
3 C 8.7925 12.4389 10.2907  0.00
4 N 8.7047 13.2076 11.3529  0.02
5 N 8.5595 12.4173 12.4964  0.02
6 C 8.9323 13.0858 13.5443  -0.01
7 S 9.7594 14.6015 13.6631  0.00
8 S 8.6796 12.4197 15.1574  0.00
9 C 7.8440 10.7201 14.9301  0.00
10 C 8.8275 9.6355 15.1652  0.00
11 C 9.2753 8.8282 14.1838  0.00
12 C 10.2277 7.8315 14.4860  0.00
13 C 10.7551 7.7312 15.7487  0.00
14 C 10.3395 8.6142 16.7714  0.00
15 C 9.3979 9.5500 16.4594  0.00
16 C 9.2481 11.1189 10.4020  -0.04
17 C 8.6345 9.9569 9.9888  0.00
18 C 9.1743 8.7118 10.2191  0.00
19 C 10.4316 8.6386 10.6965  0.00
20 C 11.1492 9.7756 11.1162  -0.01
21 C 10.5348 10.9540 11.0383  0.02
22 O 11.3235 12.0482 11.2602  -0.02
23 H 9.0233 13.9637 8.8194  -0.02
24 H 8.9026 12.4520 8.1554  0.00
25 H 7.4238 13.1535 8.8778  0.00
26 H 7.0801 10.7978 15.7121  0.00
27 H 7.3751 10.7152 13.9392  0.00
28 H 8.8844 8.9696 13.1441  0.00
29 H 10.6223 7.2122 13.7222  0.00
30 H 11.3840 6.9042 16.0259  0.00
31 H 10.7290 8.5915 17.7101  0.00
32 H 9.0709 10.3206 17.2281  0.00
33 H 7.6717 10.0299 9.5226  0.00
34 H 8.4862 7.9143 9.9996  0.00
35 H 10.9692 7.6907 10.6517  0.00
36 H 12.2607 9.6775 11.1051  0.00
37 C 10.9850 10.3827 6.9815  0.00
38 C 12.2931 10.7671 6.1725  0.00
39 C 13.1463 9.4918 6.1089  0.00
40 C 11.9078 11.2126 4.8131  0.00
41 N 13.0517 11.8786 6.9271  0.00
42 C 14.3099 11.7415 7.4710  0.00
43 C 14.4771 12.7347 8.3263  0.00
44 N 13.3551 13.5046 8.3531  0.01
45 B 12.8748 14.5500 9.4000  -0.11
46 N 12.4466 15.8522 8.7714  0.01
47 C 13.0353 16.4889 7.7140  0.00
48 C 12.2904 17.6110 7.5002  0.00
49 N 11.2280 17.6374 8.3673  0.00
50 C 11.3680 16.5651 9.1982  0.00
51 S 10.3979 16.2831 10.5276  -0.01
52 C 10.1101 18.6044 8.3555  0.00
53 C 10.2490 19.5455 9.5457  0.00
54 C 10.2390 19.4842 7.0487  0.00
55 C 8.7140 17.8938 8.2234  0.00
56 N 14.0111 14.8145 10.4259  0.01
57 C 15.2654 15.1657 9.9461  0.00
58 C 16.1146 15.1331 11.0155  0.00
59 N 15.3780 14.8436 12.1514  0.00
60 C 14.0711 14.6204 11.7421  0.01
61 S 12.9014 14.2765 12.8735  -0.01
62 C 16.0253 14.5536 13.5113  0.00
63 C 15.5241 15.6433 14.4817  0.00
64 C 17.5746 14.7157 13.3526  0.00
65 C 15.7540 13.0938 13.8565  0.00
66 C 12.4379 12.9628 7.3939  0.00
67 S 11.0233 13.6437 6.9672  0.00
68 H 10.5666 9.4280 6.6225  0.00
69 H 10.2679 11.0946 6.7201  0.00
70 H 11.0956 10.2995 8.0292  0.00
71 H 12.4983 8.7484 5.5651  0.00
72 H 13.4526 9.0148 7.0543  0.00
73 H 14.1131 9.7170 5.6832  0.00
74 H 11.2273 10.4386 4.5335  0.00
75 H 12.8352 11.3874 4.1444  0.00
76 H 11.3354 12.1693 4.8521  0.00
77 H 14.9824 10.9222 7.2203  0.00
78 H 15.3375 12.9694 8.9449  0.00
79 H 11.8214 14.0697 9.9224  0.02
80 H 13.8747 16.0396 7.1379  0.00
81 H 12.2508 18.2977 6.5948  0.00
82 H 11.2970 19.8747 9.5223  0.00
83 H 10.1291 19.0174 10.5105  0.00
84 H 9.5838 20.4324 9.4619  0.00
85 H 11.0147 20.2517 7.1000  0.00
86 H 9.2597 19.9734 6.9857  0.00
87 H 10.3047 18.9194 6.1412  0.00
88 H 8.1889 17.7544 9.1485  0.00
89 H 8.8093 16.9248 7.6615  0.00
90 H 8.0692 18.5474 7.5960  0.00
91 H 15.3793 15.3737 8.8767  0.00
92 H 17.1555 15.3686 11.1245  0.00
93 H 16.0168 16.5883 14.3044  0.00
94 H 15.7259 15.3218 15.4408  0.00
95 H 14.4709 15.8836 14.4434  0.00
96 H 17.9889 15.6567 12.8951  0.00
97 H 18.0427 13.9325 12.7982  0.00
98 H 17.8294 14.6654 14.4177  0.00
99 H 14.6652 13.0208 13.9952  0.00
100 H 16.2131 12.8478 14.7930  0.00
101 H 16.0965 12.4229 13.0325  0.00

Question: molar mass of number 2 (C37H48BN8OS5Ti)?
Answer: 839.86 g mol⁻¹